No. 1
10
Properties=species:S:1:pos:R:3:mulliken_charge:R:1 method="wB97M-V/def2-TZVPD" multiplicity=1 lumo_energy_ha=0.0035 homo_lumo_gap_ev=9.410 relative_energy_ev=6.655 e_tot_ev=-10681.8013
N 1.634 -1.361 1.559 -0.4117
C 0.749 -0.886 0.907 0.3324
C -0.024 0.144 0.187 0.3824
N -0.114 1.465 0.169 -0.4107
O 0.230 2.189 1.149 -0.2690
N -0.808 -0.540 -0.847 -0.2662
O -0.138 -1.737 -1.359 -0.4538
H 0.025 3.000 0.838 0.3906
H -0.873 0.275 -1.730 0.3306
H -0.681 -2.548 -0.875 0.3755


No. 2
11
Properties=species:S:1:pos:R:3:mulliken_charge:R:1 method="wB97M-V/def2-TZVPD" multiplicity=1 total_charge=+1 lumo_energy_ha=-0.1573 homo_lumo_gap_ev=10.097 relative_energy_ev=3.743 e_tot_ev=-6734.2339
N 0.898 0.261 0.929 -0.2576
C -0.049 -0.628 0.201 0.0792
C -1.324 -0.267 -0.712 -0.3547
C 0.011 -0.654 -1.296 -0.1013
O 0.305 -1.795 -0.513 -0.2890
H 0.709 0.442 1.941 0.3704
H 0.775 1.260 0.602 0.3760
H 1.771 -0.313 0.746 0.3902
H -1.614 0.841 -0.797 0.2226
H -2.076 -1.000 -0.700 0.2618
H 0.619 0.062 -1.884 0.3024


No. 3
114
Properties=species:S:1:pos:R:3:mulliken_charge:R:1 method="wB97M-V/def2-TZVPD" multiplicity=1 total_charge=+2 lumo_energy_ha=-0.1973 homo_lumo_gap_ev=7.912 relative_energy_ev=0.238 e_tot_ev=-105263.7571
Ta -0.277 0.157 0.213 -0.0333
C -3.290 -1.232 -0.533 -1.0435
C -2.542 -2.182 0.368 0.0314
N -1.104 -2.111 0.020 0.0761
C -0.822 -2.983 -1.147 -0.5130
C -0.943 -2.341 -2.530 -1.2840
S -0.734 -0.563 -2.534 0.8077
C -2.367 0.073 -2.980 -1.6219
C -3.059 0.772 -1.812 -0.1590
N -2.699 0.139 -0.533 -0.2760
H -4.347 -1.202 -0.257 0.5365
H -3.256 -1.582 -1.560 0.4147
H -2.923 -3.203 0.292 0.7873
H -2.665 -1.870 1.390 -0.7534
H -0.575 -2.496 0.801 -0.5537
H -1.494 -3.845 -1.103 0.5912
H 0.177 -3.378 -1.028 -0.0322
H -1.892 -2.573 -3.013 0.4599
H -0.165 -2.750 -3.175 0.6334
H -2.940 -0.757 -3.390 0.5671
H -2.235 0.786 -3.791 0.7472
H -4.142 0.748 -1.977 0.6530
H -2.764 1.814 -1.772 -0.4005
H -3.123 0.672 0.219 0.1904
C 0.182 -0.309 4.647 -1.2837
Si 0.711 -1.545 3.352 0.8753
C -0.517 -2.931 3.207 -1.2726
C 2.289 -2.301 3.955 -1.3261
N 0.918 -0.838 1.707 0.8556
P 2.352 -0.708 0.913 1.7716
C 1.667 -0.251 -0.588 -0.6858
P 1.743 1.286 -1.325 2.4467
N 0.169 1.751 -0.967 0.6002
Si -0.633 3.317 -1.411 0.3644
C 0.438 4.803 -1.199 -1.2965
C -1.096 3.220 -3.215 -0.9607
C -2.096 3.589 -0.290 -1.2493
C 2.905 2.497 -0.714 1.2297
C 4.081 2.747 -1.428 -1.3964
C 4.997 3.675 -0.957 -0.8660
C 4.754 4.344 0.234 -0.8782
C 3.606 4.072 0.966 -0.9407
C 2.685 3.151 0.497 -0.3050
C 2.064 1.198 -3.088 0.6563
C 2.325 -0.025 -3.697 -0.7713
C 2.555 -0.091 -5.063 -0.7561
C 2.520 1.065 -5.828 -0.8019
C 2.273 2.294 -5.228 -0.8578
C 2.056 2.362 -3.863 -0.3681
C 3.267 -2.261 0.785 0.8721
C 2.778 -3.226 -0.089 -0.7675
C 3.382 -4.465 -0.203 -0.7895
C 4.514 -4.746 0.554 -0.7387
C 5.034 -3.782 1.403 -0.8309
C 4.415 -2.545 1.521 -0.5488
C 3.489 0.398 1.730 1.0568
C 4.768 0.621 1.215 -0.4022
C 5.661 1.420 1.910 -0.9152
C 5.292 1.983 3.127 -0.8324
C 4.021 1.773 3.638 -0.8543
C 3.117 0.993 2.933 -0.3750
H 0.933 -0.306 5.439 0.5682
H -0.765 -0.601 5.107 0.4303
H 0.081 0.722 4.309 0.2911
H -0.738 -3.345 4.194 0.5056
H -0.102 -3.750 2.610 0.3462
H -1.463 -2.616 2.777 0.3551
H 2.130 -2.541 5.011 0.4810
H 3.150 -1.634 3.908 0.3529
H 2.542 -3.226 3.435 0.3127
H 1.272 4.860 -1.900 0.3386
H 0.832 4.922 -0.194 0.2726
H -0.211 5.661 -1.403 0.5209
H -0.565 2.422 -3.736 0.1311
H -0.822 4.154 -3.709 0.5633
H -2.168 3.095 -3.374 0.4732
H -1.758 4.007 0.659 0.2463
H -2.689 2.704 -0.057 0.2124
H -2.771 4.316 -0.749 0.5277
H 4.281 2.230 -2.357 0.5673
H 5.897 3.878 -1.521 0.4664
H 5.464 5.074 0.598 0.4516
H 3.427 4.583 1.903 0.4963
H 1.791 2.943 1.073 0.3979
H 2.370 -0.922 -3.090 0.3999
H 2.770 -1.042 -5.532 0.4783
H 2.700 1.014 -6.894 0.4333
H 2.265 3.198 -5.823 0.4913
H 1.889 3.328 -3.403 0.5073
H 1.949 -2.958 -0.721 0.0813
H 2.997 -5.204 -0.894 0.4970
H 4.999 -5.709 0.467 0.4300
H 5.924 -3.992 1.980 0.4677
H 4.830 -1.813 2.200 0.3754
H 5.071 0.169 0.277 0.5134
H 6.651 1.594 1.510 0.4907
H 6.001 2.589 3.675 0.4387
H 3.733 2.220 4.580 0.4664
H 2.122 0.844 3.324 0.2164
O -0.352 1.781 1.518 0.1198
N -1.100 1.876 2.572 -1.6490
N -1.811 0.858 2.702 1.3047
O -1.707 -0.106 1.814 -0.6520
C -2.770 0.745 3.794 0.5289
C -2.927 1.827 4.645 -0.5378
C -3.828 1.705 5.689 -0.8354
C -4.549 0.530 5.865 -0.5858
C -4.373 -0.533 4.993 -1.1634
C -3.473 -0.434 3.940 0.1769
H -2.362 2.736 4.501 0.5016
H -3.967 2.537 6.365 0.4459
H -5.251 0.446 6.682 0.4439
H -4.933 -1.448 5.129 0.4466
H -3.328 -1.261 3.265 0.3759